# 1
Below is a 2-piece molecular cluster, C10H16O overall, with properties calculated with the ωB97M-V functional and the def2-TZVPD basis.

Atoms and positions in Å:
C -0.192 1.450 -1.548
C 0.738 1.790 -2.719
C 0.409 0.542 -0.506
C 0.377 -0.833 -0.685
C 1.003 1.048 0.649
C 0.952 -1.683 0.257
C 1.570 0.215 1.592
C 1.552 -1.165 1.389
O 2.132 -1.975 2.324
H -0.515 2.371 -1.057
H -1.094 0.990 -1.958
H 1.029 0.879 -3.241
H -0.120 -1.245 -1.556
H 1.012 2.120 0.807
H 0.935 -2.762 0.136
H 2.046 0.628 2.469
H 1.998 -2.887 2.074
H 1.630 2.312 -2.373
H 0.196 2.452 -3.393
C -3.186 0.757 0.350
C -3.779 -0.402 -0.470
H -3.817 0.987 1.211
H -2.210 0.467 0.735
H -3.114 1.644 -0.279
H -3.874 -1.276 0.177
H -3.055 -0.653 -1.245
H -4.756 -0.165 -0.881

Relative energy (zero: lowest compared OMol25 entry of this formula, charge and spin)   60.4 kJ/mol

# 2
Below is a 2-piece molecular cluster, C10H16O overall at a distorted geometry, with properties calculated with the ωB97M-V functional and the def2-TZVPD basis.

Atoms and positions in Å:
C 1.389 1.670 -1.561
C 2.795 1.155 -1.811
C 1.247 2.339 -0.189
H 1.094 2.358 -2.347
H 0.677 0.848 -1.641
H 2.866 0.461 -2.657
H 3.230 0.574 -0.994
H 0.285 2.127 0.272
H 1.945 1.903 0.528
H 3.466 1.982 -2.071
H 1.295 3.426 -0.222
C -2.651 -1.701 -1.188
C 0.310 -1.631 1.166
C -0.176 -0.849 2.206
C -0.504 -1.867 0.085
C -1.804 -1.357 0.000
C -1.468 -0.378 2.186
C -2.250 -0.577 1.044
O 0.630 -0.712 3.308
H 1.318 -2.022 1.235
H -0.145 -2.514 -0.706
H -1.894 0.154 3.032
H 0.285 -0.024 3.884
H -3.359 -0.923 -1.426
H -3.309 -2.551 -0.976
H -3.188 -0.043 0.934
H -2.083 -1.848 -2.093

Relative energy (zero: lowest compared OMol25 entry of this formula, charge and spin)   85.9 kJ/mol

# 3
Below is a 2-piece molecular cluster, C10H16O overall at a distorted geometry, with properties calculated with the ωB97M-V functional and the def2-TZVPD basis.

Atoms and positions in Å:
C 2.263 1.221 0.181
C 0.923 1.367 0.946
C 3.478 1.333 1.116
H 2.102 0.369 -0.487
H 2.217 2.004 -0.555
H 0.378 2.259 0.692
H 3.385 2.360 1.458
H 3.422 0.517 1.823
H 1.056 1.132 2.027
H 0.086 0.650 0.693
H 4.425 1.202 0.567
C -1.184 0.397 -2.530
C -1.641 -1.810 0.972
C -2.420 -0.679 0.817
C -0.622 -2.254 0.108
C -2.300 -0.009 -0.379
C -0.366 -1.441 -1.020
C -1.329 -0.464 -1.272
O -1.863 -2.682 1.996
H -3.194 -0.460 1.549
H -2.779 -2.941 2.191
H 0.061 -3.088 0.246
H -2.878 0.831 -0.702
H 0.472 -1.460 -1.719
H -0.891 1.438 -2.438
H -2.191 0.372 -3.013
H -0.609 -0.164 -3.266

Relative energy (zero: lowest compared OMol25 entry of this formula, charge and spin)   203.3 kJ/mol

# 4
Below is a 2-piece molecular cluster, C10H16O overall at a distorted geometry, with properties calculated with the ωB97M-V functional and the def2-TZVPD basis.

Atoms and positions in Å:
C 0.457 1.064 3.012
C -1.625 1.257 -0.715
C -0.546 2.158 -0.504
C -1.790 0.143 0.075
C 0.217 1.960 0.610
C -1.154 0.209 1.308
C -0.179 1.136 1.661
O -2.393 1.502 -1.842
H -0.360 2.790 -1.362
H -1.895 2.015 -2.474
H -2.560 -0.577 -0.112
H 1.210 2.431 0.637
H -1.439 -0.483 2.126
H 0.406 2.050 3.498
H 1.519 0.760 2.940
H 0.090 0.366 3.761
C 1.356 -1.408 -1.354
C 1.363 -1.851 0.072
C 0.100 -1.825 -2.162
H 1.483 -0.318 -1.496
H 2.227 -1.791 -1.906
H 1.631 -2.908 0.270
H -0.748 -2.171 -1.565
H -0.210 -0.921 -2.717
H 0.418 -2.545 -2.914
H 2.065 -1.271 0.680
H 0.356 -1.773 0.473

Relative energy (zero: lowest compared OMol25 entry of this formula, charge and spin)   155.6 kJ/mol

# 5
Below is a 2-piece molecular cluster, C10H16O overall at a distorted geometry, with properties calculated with the ωB97M-V functional and the def2-TZVPD basis.

Atoms and positions in Å:
C 1.404 0.827 -1.603
C 1.200 1.083 -3.115
C 0.333 -0.012 -0.989
C -0.603 0.632 -0.170
C 0.206 -1.406 -1.014
C -1.717 0.060 0.422
C -0.764 -2.065 -0.261
C -1.746 -1.335 0.413
O -2.653 -2.069 1.114
H 2.434 0.401 -1.571
H 1.519 1.666 -0.913
H 0.405 0.430 -3.505
H -0.536 1.718 -0.079
H 0.928 -2.058 -1.510
H -2.472 0.737 0.785
H -0.832 -3.127 -0.051
H -3.530 -1.664 1.144
H 2.106 0.863 -3.656
H 0.772 2.023 -3.505
C 0.980 1.865 2.337
C 2.398 1.304 2.278
H 0.707 2.402 1.423
H 0.197 1.133 2.518
H 0.845 2.602 3.130
H 2.655 1.100 1.254
H 2.426 0.393 2.879
H 3.071 2.027 2.751

Relative energy (zero: lowest compared OMol25 entry of this formula, charge and spin)   154.2 kJ/mol

# 6
Below is a 2-piece molecular cluster, C10H16O overall at a distorted geometry, with properties calculated with the ωB97M-V functional and the def2-TZVPD basis.

Atoms and positions in Å:
C -0.199 -2.628 -0.862
C 1.107 -0.843 -2.122
C -0.099 -1.325 -1.561
C 1.246 0.483 -2.318
C -0.029 1.247 -2.301
C -1.266 -0.587 -1.679
C -1.269 0.757 -1.881
O -0.020 2.533 -2.385
H 1.915 -1.542 -2.160
H 2.172 0.955 -2.482
H -1.157 -2.548 -0.293
H 0.526 -2.706 0.040
H -2.144 -0.953 -1.223
H 0.823 2.961 -2.620
H -2.096 1.424 -1.994
H -0.287 -3.517 -1.445
C 0.416 0.134 2.033
C -0.443 1.441 1.755
C 0.343 -0.092 3.588
H -0.080 -0.726 1.587
H 1.375 0.279 1.592
H 0.001 2.358 2.326
H -1.484 1.642 1.879
H 0.965 0.591 4.229
H -0.712 -0.060 4.002
H -0.347 1.882 0.742
H 0.742 -1.159 3.552

Relative energy (zero: lowest compared OMol25 entry of this formula, charge and spin)   290.8 kJ/mol

# 7
Below is a 2-piece molecular cluster, C10H16O overall at a distorted geometry, with properties calculated with the ωB97M-V functional and the def2-TZVPD basis.

Atoms and positions in Å:
C 2.512 -1.240 -1.386
C 2.555 -2.200 -0.194
O 3.602 -1.606 -2.287
H 1.673 -1.532 -2.016
H 2.589 -0.215 -1.023
H 1.590 -2.666 -0.035
H 3.448 -1.092 -3.065
H 2.814 -1.656 0.734
H 3.454 -2.807 -0.183
C 0.221 1.362 1.099
C 0.177 1.117 2.598
C -1.038 0.965 0.349
C -2.271 1.462 0.715
C -0.971 0.187 -0.813
C -3.481 1.144 0.100
C -2.169 -0.152 -1.462
C -3.397 0.213 -0.941
H 0.433 2.386 0.788
H 0.991 0.735 0.629
H 1.034 0.637 3.070
H -2.437 2.011 1.645
H 0.039 -0.188 -0.951
H -4.400 1.543 0.498
H -2.151 -0.804 -2.326
H -4.278 -0.106 -1.482
H -0.586 0.399 2.903
H 0.048 2.104 3.034

Relative energy (zero: lowest compared OMol25 entry of this formula, charge and spin)   197.5 kJ/mol

# 8
Below is a 2-piece molecular cluster, C10H16O overall at a distorted geometry, with properties calculated with the ωB97M-V functional and the def2-TZVPD basis.

Atoms and positions in Å:
C -0.469 3.118 -0.915
C 0.058 1.051 2.273
C -0.557 1.865 1.334
C 1.231 0.381 1.980
C 0.062 2.170 0.128
C 1.924 0.736 0.826
C 1.314 1.590 -0.077
O 1.612 -0.637 2.820
H -0.424 0.930 3.237
H -1.479 2.342 1.638
H 2.572 -0.658 2.934
H 2.928 0.353 0.697
H 0.042 4.071 -0.827
H -1.558 3.240 -0.923
H 1.900 1.734 -0.973
H -0.242 2.730 -1.906
C -0.699 -1.973 -1.610
C 0.197 -3.114 -1.117
C -1.918 -1.713 -0.750
H -0.087 -1.060 -1.558
H -0.959 -2.117 -2.653
H 0.134 -3.259 -0.032
H -2.694 -2.464 -0.891
H -1.763 -1.517 0.305
H 1.277 -2.956 -1.245
H -0.070 -4.073 -1.570
H -2.333 -0.770 -1.126

Relative energy (zero: lowest compared OMol25 entry of this formula, charge and spin)   103.4 kJ/mol

Number 1: E_HOMO -8.4 eV, Kohn-Sham gap 9.25 eV, E_tot -465.874807 Eh. Number 2: E_HOMO -8.5 eV, Kohn-Sham gap 9.32 eV, E_tot -465.865067 Eh. Number 3: E_HOMO -8.4 eV, Kohn-Sham gap 9.31 eV, E_tot -465.820386 Eh. Number 4: E_HOMO -8.4 eV, Kohn-Sham gap 9.25 eV, E_tot -465.838539 Eh. Number 5: E_HOMO -8.4 eV, Kohn-Sham gap 9.26 eV, E_tot -465.839071 Eh. Number 6: E_HOMO -7.8 eV, Kohn-Sham gap 8.53 eV, E_tot -465.787031 Eh. Number 7: E_HOMO -9.1 eV, Kohn-Sham gap 9.91 eV, E_tot -465.822568 Eh. Number 8: E_HOMO -8.5 eV, Kohn-Sham gap 9.38 eV, E_tot -465.858408 Eh.